# C36H83BN2O6P2

3 unconnected molecules or ions with the total composition C36H83BN2O6P2 in a non-equilibrium geometry (ωB97M-V/def2-TZVPD, the OMol25 dataset).

```
! wB97M-V def2-TZVPD RIJCOSX def2/J DEFGRID3
* xyz 0 1
P 1.508 -3.419 1.077
P -0.421 -2.825 3.330
O 1.276 -7.647 -0.568
O -1.401 1.933 0.743
O -0.925 -2.340 0.531
O 2.890 4.336 -4.048
O -1.809 -2.327 3.896
O 0.671 -0.907 1.494
N 2.189 1.247 1.045
N -1.134 -5.714 1.476
C 1.525 -8.526 1.767
C 2.781 -3.512 2.509
C 1.204 1.415 2.181
C -4.179 3.812 -0.550
C 3.089 3.554 -5.307
C 1.344 3.301 -0.422
C 1.638 1.694 -0.290
C 1.417 1.354 -9.656
C -0.542 3.747 -10.189
C 1.852 2.791 -9.954
C 2.601 -2.797 7.577
C 2.114 1.354 3.583
C 4.108 0.024 4.965
C -1.972 -3.322 0.651
C 0.846 3.878 -9.557
C -5.060 4.967 -0.094
C 2.293 -2.862 -0.570
C 2.479 -1.772 6.298
C 1.213 1.085 -8.172
C -8.087 4.651 2.134
C -7.062 3.559 1.870
C -5.632 3.972 2.227
C 3.435 -0.443 6.384
C -1.527 -4.890 0.275
C 0.101 0.153 2.283
C 0.903 -7.295 0.822
C -2.810 0.248 2.255
C 0.042 -2.224 1.594
C -0.525 3.855 -11.706
C 2.244 3.487 -3.029
C 2.369 4.077 -1.491
C 1.160 -3.627 7.646
C -5.071 5.153 1.426
C 1.192 -5.027 6.750
C -0.709 -7.107 1.063
C 3.068 0.023 3.680
B -1.315 0.813 1.746
H 0.504 -8.041 -1.070
H 2.945 -3.779 -0.961
H 1.383 3.884 0.614
H 4.237 3.403 -5.534
H 0.595 -2.275 4.241
H 3.429 -2.531 2.615
H -7.329 2.680 2.469
H -7.120 3.245 0.822
H 2.132 1.281 -7.611
H -1.849 -5.712 2.235
H 4.331 -0.607 7.156
H 1.076 -9.572 1.482
H 3.456 3.987 -1.047
H 2.605 2.475 -5.236
H 4.438 1.159 5.107
H -4.047 5.347 1.767
H 2.029 5.218 -1.559
H -9.092 4.289 1.893
H -4.688 5.890 -0.554
H 0.252 -2.985 7.222
H 2.191 0.672 -10.030
H 2.817 2.447 -3.056
H 0.412 1.702 -7.756
H -2.916 -0.849 1.805
H -5.593 4.230 3.293
H 1.393 -8.244 2.901
H 1.475 -2.663 -1.383
H 0.085 -5.311 6.409
H -0.015 -0.012 3.433
H 1.268 4.854 -9.827
H 2.695 -2.165 8.567
H 3.042 -1.978 -0.396
H 2.969 1.938 1.258
H 2.354 -0.913 3.647
H 3.512 -3.531 7.507
H 0.683 2.468 2.210
H 2.451 1.436 -1.124
H 1.584 -5.887 7.446
H -4.972 3.106 2.105
H -2.749 -3.068 -0.227
H -1.545 3.788 -12.099
H -0.646 -4.831 -0.508
H 2.691 -8.585 1.551
H 2.765 -2.332 5.286
H -1.258 -7.430 0.063
H 2.542 4.128 -6.199
H 3.551 -4.386 2.263
H 2.275 -3.842 3.537
H -7.900 5.538 1.523
H 0.938 0.037 -8.015
H -3.145 3.958 -0.221
H 0.059 3.051 -12.162
H -1.181 4.544 -9.791
H 0.502 1.109 -10.204
H 2.814 0.467 6.839
H -2.651 -3.270 1.620
H 3.765 -0.055 2.715
H 2.799 2.991 -9.436
H -4.181 3.748 -1.643
H -4.536 2.854 -0.162
H 1.133 3.278 -3.366
H 2.075 2.875 -11.025
H -5.642 6.059 1.663
H 0.739 3.889 -8.467
H 1.331 1.451 4.466
H 1.552 -6.343 1.100
H -3.671 0.920 1.837
H -6.077 4.824 -0.470
H 5.086 -0.592 4.783
H -1.031 -7.891 1.882
H -2.452 -5.411 -0.270
H -2.818 0.108 3.424
H 0.675 1.080 -0.595
H -0.359 -4.264 3.533
H -1.467 2.752 1.350
H 0.252 3.522 -0.849
H 1.824 -4.907 5.756
H -1.011 2.801 -9.893
H -8.079 4.948 3.188
H 0.889 -3.837 8.789
H 2.779 2.328 3.586
H -0.102 4.814 -12.024
H 1.368 -1.370 6.137
*
```

Output
Kohn-Sham gap (eV): 8.209
SMILES: CCCCCCCC[C@@H](NCCCCOC)[C@H](O[C@](OCCNC[C@@H](C)O)([PH2]=O)P(C)C)B(C)O.CCCCCC.CCCCCC
DFT total energy (eV): -73185.054
E_LUMO (eV): 0.40

=====

# C36H84N12O12

12 unconnected molecules or ions with the total composition C36H84N12O12 in a non-equilibrium geometry (ωB97M-V/def2-TZVPD, the OMol25 dataset).

```
! wB97M-V def2-TZVPD RIJCOSX def2/J DEFGRID3
* xyz 0 1
O 0.935 7.697 2.863
O 3.841 -1.137 -0.170
O 2.774 -4.913 -3.395
O -2.618 5.643 -2.273
O 3.322 -2.448 4.649
O 0.591 -0.432 7.337
O -2.961 -0.248 4.411
O -3.206 1.156 -5.980
O -1.825 -2.572 -2.242
O -5.231 -0.444 -0.076
O -0.046 1.845 0.518
O 1.352 1.351 -4.534
N -2.522 1.402 5.897
N 2.201 -3.689 3.114
N 3.053 2.023 -5.872
N 1.519 -6.720 -3.930
N -1.191 2.174 -6.067
N -2.994 4.460 -0.394
N 4.828 -0.882 -2.189
N 1.580 5.613 3.471
N 1.209 0.155 -0.317
N -0.678 -2.173 6.684
N -3.778 -0.364 1.644
N -3.377 -3.185 -3.778
C 4.582 -0.503 -0.913
C 4.354 -2.145 -2.733
C -1.536 3.065 -7.144
C -2.486 4.606 -1.650
C 2.431 1.908 -4.674
C 2.028 1.383 1.613
C -2.464 0.849 4.675
C -3.787 -3.635 -1.409
C 5.143 0.842 -0.498
C 1.731 6.967 3.422
C 0.460 -0.874 4.978
C -1.588 0.536 -4.341
C -1.806 1.634 3.574
C 3.200 2.490 -3.509
C -2.568 -2.852 -4.933
C -2.920 3.240 0.383
C -1.082 -2.528 8.026
C 2.826 -3.512 4.307
C -2.688 -0.900 0.886
C -3.106 0.731 7.035
C 2.380 1.760 -7.135
C -1.732 3.429 -2.196
C 2.978 7.500 4.089
C 0.387 -0.146 -1.474
C 0.480 4.897 2.864
C -4.991 -0.193 1.099
C -6.053 0.307 2.054
C -2.095 1.324 -5.511
C 2.909 -4.732 5.195
C 2.000 -2.620 2.151
C 1.703 -5.494 -3.367
C -2.904 -3.079 -2.506
C 0.969 1.158 0.547
C 2.547 -7.393 -4.675
C 0.458 -4.854 -2.788
C 0.141 -1.121 6.440
H 2.333 5.069 3.851
H -3.644 -0.217 2.637
H 2.892 0.958 -7.670
H -2.883 -1.897 0.486
H 2.227 -4.671 6.040
H 5.403 -0.287 -2.757
H -2.614 2.057 2.975
H 2.668 8.174 4.887
H -5.630 0.915 2.860
H -6.783 0.921 1.533
H -3.774 3.216 1.067
H 2.797 2.137 -2.565
H -3.580 5.216 -0.083
H -1.111 2.415 3.879
H -1.238 0.965 2.930
H 1.354 -1.406 4.653
H 3.141 3.578 -3.571
H 0.749 -3.947 -2.268
H -0.150 -4.526 -3.632
H -1.878 2.510 -8.020
H 3.374 -2.398 -2.340
H -2.437 2.613 -2.392
H 4.247 2.184 -3.566
H -4.152 -3.811 -3.904
H -2.584 1.025 7.945
H 2.111 -0.301 -0.263
H 5.037 -2.954 -2.475
H 3.528 -7.107 -4.316
H 3.856 2.628 -5.909
H -1.005 -2.711 5.902
H -1.186 1.162 -3.542
H 1.700 -4.549 2.981
H -1.033 3.008 -1.465
H -0.277 -2.959 8.618
H 1.511 1.725 2.505
H 0.940 -2.389 2.045
H 2.386 2.645 -7.770
H 4.264 -2.074 -3.814
H -2.388 -0.283 0.038
H 2.461 -7.176 -5.744
H 3.922 -4.799 5.591
H -0.295 2.233 -5.610
H -2.970 -0.347 6.961
H 0.611 0.194 4.835
H -3.130 -3.932 -0.599
H -1.447 -1.627 8.525
H 3.579 6.694 4.511
H 2.506 -1.733 2.525
H -2.065 3.242 1.066
H 2.744 -5.668 4.656
H -2.420 0.004 -3.889
H 4.298 1.529 -0.587
H 0.460 -1.205 -1.703
H 2.577 0.461 1.809
H -2.901 2.341 -0.223
H -6.558 -0.529 2.541
H -0.655 0.101 -1.290
H 3.578 8.077 3.391
H 1.361 1.438 -6.947
H -0.672 3.665 -7.420
H -1.813 -1.014 1.530
H -2.348 3.736 -6.855
H 5.426 0.788 0.548
H -1.988 2.236 6.065
H -4.438 -4.451 -1.722
H -1.198 3.648 -3.114
H -4.438 -2.817 -1.083
H 2.432 -8.473 -4.568
H -0.382 -1.175 4.347
H -2.696 -1.826 -5.280
H 0.591 -7.102 -3.912
H 2.742 2.129 1.262
H -1.922 -3.218 7.973
H 5.942 1.174 -1.155
H -0.272 5.514 2.383
H -0.079 -5.525 -2.122
H -0.056 4.272 3.582
H 0.687 0.439 -2.351
H 0.863 4.235 2.081
H -4.167 0.957 7.141
H 2.465 -2.879 1.202
H -2.911 -3.448 -5.782
H -1.521 -3.053 -4.719
H -0.752 -0.103 -4.618
*
```

Output
Kohn-Sham gap (eV): 8.939
ΔE to the lowest compared entry with this formula, charge and spin (kcal/mol): 15.5
SMILES: CNC(C)=O.CNC(C)=O.CNC(C)=O.CNC(C)=O.CNC(C)=O.CNC(C)=O.CNC(C)=O.CNC(C)=O.CNC(C)=O.CNC(C)=O.CNC(C)=O.CNC(C)=O
DFT total energy (eV): -81152.300
E_LUMO (eV): 0.17